DFT (wB97M-V/def2-TZVPD) results for C20H39AlAsBr2F7N2O2 as an isolated structure at a distorted geometry.

Cartesian coordinates (Å):
Br -5.94 -3.44 -2.83
Br -5.94 -0.27 -0.95
As 2.81 -6.27 -2.13
Al -2.26 -1.50 -1.60
F 4.21 -6.59 -1.11
F 3.52 -4.71 -2.60
F 2.09 -7.80 -1.65
F 1.40 -5.93 -3.15
F 3.61 -7.06 -3.49
F 2.00 -5.46 -0.76
F 3.08 -1.94 3.17
O 1.85 -0.99 -1.36
O -0.90 2.59 0.62
N 0.35 -3.31 0.65
N 1.67 5.70 -1.46
C -2.36 -4.28 6.50
C 0.38 -0.27 1.13
C -3.03 -3.99 5.32
C -0.02 -2.34 -0.41
C -7.02 -2.89 -1.30
C 0.71 5.77 -2.56
C -0.25 -4.03 5.37
C 3.81 6.64 -2.50
C 3.26 -1.30 -1.16
C -0.92 -3.74 4.19
C 0.14 6.69 0.22
C -2.31 -3.72 4.16
C 0.62 7.08 -3.34
C -0.57 -0.99 0.17
C 1.17 -0.84 2.14
C 3.06 5.47 -1.86
C 1.52 6.69 -0.41
C -0.97 -4.30 6.53
C -7.43 -1.44 -1.40
C 1.10 -2.19 -1.47
H -2.83 -3.50 3.24
H 1.73 -3.10 -1.50
H -2.92 -4.48 7.40
H 2.24 6.47 0.38
H 0.75 -1.54 2.90
H 3.11 4.61 -2.53
H 3.73 -1.66 -2.11
H 1.75 7.70 -0.77
H 0.91 4.95 -3.26
H 3.34 -2.07 -0.35
H 4.88 6.41 -2.54
H 0.60 -2.15 -2.48
H 0.58 7.95 -2.68
H 0.12 7.37 1.08
H -0.63 7.04 -0.48
H -0.28 5.55 -2.15
H 0.43 0.88 1.03
H 3.70 7.57 -1.93
H -7.76 -1.16 -2.40
H 1.45 7.20 -4.03
H 3.61 5.16 -0.97
H 3.76 -0.36 -0.85
H 3.49 6.82 -3.52
H 0.83 -4.05 5.39
H -0.30 7.08 -3.94
H -0.45 -4.54 7.45
H -8.20 -1.21 -0.68
H -0.35 -3.52 3.29
H -1.60 -1.12 0.63
H 0.97 -4.01 0.22
H -0.65 3.11 -0.16
H -0.49 -3.74 1.03
H -4.11 -3.97 5.30
H -0.14 5.70 0.57
H -0.90 -2.85 -0.95
H -0.74 -0.29 -0.71
H -7.90 -3.54 -1.33
H 2.29 -0.65 2.18
H -6.45 -3.12 -0.41

LUMO	-5.89	eV
Kohn-Sham gap	2.52	eV
E	-9370.36676	Eh

Here are the Löwdin charges for atoms 1 to 4, given in e: Br 0.598; Br 0.577; As 0.811; Al 1.052

DFT (wB97M-V/def2-TZVPD) results for C39H34MnN7O5S2 as an isolated structure.

Cartesian coordinates (Å):
Mn 0.56 -0.40 0.29
S -1.24 1.10 0.85
S -1.96 -3.73 -3.44
O -1.98 -5.17 -3.45
O -0.18 -1.97 -0.79
O 0.72 0.62 -1.44
O -2.13 -3.07 -4.71
O 1.65 0.77 1.48
N 2.46 -1.29 -0.23
N -0.07 -1.28 2.02
N -0.66 -3.15 -2.67
N -0.74 -0.68 2.88
N -1.53 1.29 3.55
N -1.95 2.55 3.30
N 4.63 -1.36 -0.47
C -3.16 -1.85 -0.25
C 2.75 -1.96 -1.39
C 0.42 3.31 -2.16
C -1.17 0.62 2.52
C 0.59 0.31 -2.62
C 3.61 -0.94 0.32
C 0.52 -0.75 -5.31
C -5.23 -2.61 -1.25
C 0.52 2.98 -5.93
C 0.53 3.92 -7.11
C 4.14 0.93 4.08
C 0.51 1.27 -3.73
C 4.10 -2.01 -1.56
C 0.49 -5.34 2.98
C -2.34 3.38 4.32
C 3.79 -0.28 1.61
C -3.17 -3.12 -2.29
C -1.00 -2.51 -1.56
C -0.69 -4.70 3.33
C 1.49 -4.64 2.31
C 5.16 0.12 3.56
C 0.49 3.48 -4.64
C -4.55 -3.22 -2.30
C 2.97 1.13 3.39
C 0.52 1.61 -6.11
C 4.97 -0.48 2.33
C -4.54 -1.93 -0.24
C -2.36 2.97 5.65
C 2.74 0.54 2.12
C -2.72 4.69 4.00
C 0.51 0.73 -5.03
C -2.48 -2.46 -1.30
C -0.87 -3.36 3.03
C 1.31 -3.30 2.00
C -3.12 5.56 5.01
C -3.14 5.15 6.33
C 0.13 -2.67 2.37
C -2.76 3.85 6.64
C 0.48 2.66 -3.52
H 2.41 -5.13 2.03
H -0.02 2.69 -1.40
H -0.38 4.52 -7.13
H 4.71 -2.45 -2.33
H 0.52 -0.75 -2.88
H 6.08 -0.04 4.12
H 5.74 -1.14 1.94
H 5.60 -1.18 -0.28
H -3.45 5.84 7.12
H -1.79 -2.85 3.29
H 0.60 3.37 -8.05
H 4.27 1.39 5.05
H 2.17 1.74 3.80
H -5.10 -1.46 0.55
H 1.43 3.55 -1.82
H -2.77 3.52 7.67
H -2.06 1.96 5.89
H -1.88 2.89 2.34
H -0.13 4.25 -2.24
H 0.43 -0.92 -6.39
H 1.38 4.60 -7.05
H -6.31 -2.66 -1.22
H 0.52 1.20 -7.11
H -3.41 6.57 4.74
H 1.45 -1.22 -4.98
H 0.47 4.56 -4.48
H -5.07 -3.74 -3.09
H -0.30 -1.29 -4.84
H -2.62 -1.30 0.50
H -1.47 -5.25 3.84
H 0.63 -6.39 3.21
H -2.71 5.02 2.97
H 2.06 -2.74 1.47
H 1.97 -2.41 -1.99

LUMO (alpha / beta)	2.02 / 1.99	eV
2S+1	2
ΔE to the lowest compared entry with this formula, charge and spin	24.3	kJ/mol
Kohn-Sham gap (alpha / beta)	6.48 / 6.19	eV
charge	-1
E	-4213.56107	Eh
<S²>	0.79

Here are the Löwdin charges for atoms 1 to 4, given in e: Mn 0.447; S 0.694; S 0.617; O -0.317

DFT (wB97M-V/def2-TZVPD) results for one molecule with the formula C4H4O3S at a distorted geometry.

Cartesian coordinates (Å):
S -2.23 -0.13 -0.38
O 0.89 0.42 1.39
O 2.24 0.18 -0.85
O -1.02 2.33 -0.14
C -0.84 -1.06 0.37
C 0.15 0.14 0.26
C -0.99 1.15 -0.09
C 1.06 -0.01 -0.95
H 1.79 0.55 1.10
H 0.58 -0.32 -1.93
H -1.04 -1.31 1.43
H -0.58 -1.96 -0.20

LUMO	-0.05	eV
ΔE to the lowest compared entry with this formula, charge and spin	102.6	kJ/mol
Kohn-Sham gap	9.96	eV
SMILES	O=C[C@]1(O)CSC1=O
E	-778.70518	Eh

Here are the natural (NBO) charges for atoms 1 to 4, given in e: S 0.189; O -0.670; O -0.505; O -0.488

DFT (wB97M-V/def2-TZVPD) results for one molecule with the formula C6H11FSi at a distorted geometry.

Cartesian coordinates (Å):
Si -0.66 -1.24 0.61
F 0.60 -2.52 0.24
C -1.74 -1.53 -0.94
C 0.62 0.29 0.67
C 1.63 2.12 -1.29
C 2.12 2.96 -2.25
C -0.94 -1.53 2.49
C 0.84 1.46 -0.41
H -1.98 -1.51 2.88
H 2.65 3.83 -2.29
H -0.26 1.91 -0.38
H -1.61 -0.52 -1.48
H -0.46 -0.59 2.93
H -2.83 -1.76 -0.98
H -1.26 -2.22 -1.58
H 0.33 1.09 1.45
H 2.02 2.41 -3.30
H -0.67 -2.55 2.71
H 1.60 -0.11 0.92

LUMO	0.45	eV
ΔE to the lowest compared entry with this formula, charge and spin	214.9	kJ/mol
Kohn-Sham gap	9.54	eV
SMILES	C=C=CC[Si](C)(C)F
E	-624.48512	Eh

Here are the natural (NBO) charges for atoms 1 to 4, given in e: Si 1.841; F -0.682; C -1.137; C -0.872

DFT (wB97M-V/def2-TZVPD) results for a 5-piece molecular cluster, C12H37N3O5 overall at a distorted geometry.

Cartesian coordinates (Å):
O 3.44 0.19 3.24
O -0.94 1.41 -2.57
O 0.13 -0.31 -0.36
O -2.21 -2.86 -4.69
O -1.13 3.05 1.91
N 2.26 -1.63 1.18
N -3.51 3.60 3.36
N 0.59 -2.33 -2.31
C -1.93 2.03 2.56
C 3.46 -0.87 1.00
C 0.05 -1.03 -4.31
C -3.00 -3.94 -5.12
C -2.60 2.62 3.85
C 3.25 0.39 1.84
C -1.22 -3.23 -3.74
C 3.56 1.38 4.02
C -0.49 -1.98 -3.19
C -3.38 1.72 4.78
C 3.59 -0.63 -0.56
C -0.27 2.58 0.90
H 0.11 1.61 1.21
H -1.56 -3.79 -2.87
H 2.20 0.66 1.70
H -3.52 4.33 4.05
H -2.58 1.70 1.75
H 4.39 1.93 3.60
H 1.95 -1.66 2.14
H 0.33 -1.11 -0.84
H 1.54 -1.14 0.66
H 0.55 3.31 0.83
H 3.97 1.12 1.46
H -4.12 1.13 4.24
H 0.81 -1.47 -4.95
H -2.79 0.89 5.17
H 4.41 0.03 -0.84
H -1.79 3.12 4.39
H -1.64 1.47 -3.23
H -3.04 3.98 2.55
H 1.49 -2.54 -2.72
H -3.38 -4.58 -4.33
H -1.34 1.17 2.86
H -2.35 -4.57 -5.73
H -0.21 0.28 -1.03
H -0.50 -3.84 -4.28
H -1.25 -1.54 -2.54
H 3.69 -1.60 -1.04
H 2.77 2.13 3.96
H 0.31 -3.16 -1.81
H 2.70 -0.07 -0.81
H -0.21 1.90 -2.94
H 0.46 -0.12 -3.87
H 3.78 1.17 5.07
H 4.26 -1.48 1.43
H -3.86 -3.58 -5.69
H -3.82 2.22 5.64
H -0.72 -0.53 -4.89
H -0.71 2.49 -0.09

LUMO (alpha / beta)	2.78 / 2.76	eV
2S+1	2
ΔE to the lowest compared entry with this formula, charge and spin	0.0	kJ/mol
Kohn-Sham gap (alpha / beta)	2.28 / 9.03	eV
charge	-1
E	-1019.74212	Eh
<S²>	0.75

Here are the natural (NBO) charges for atoms 1 to 4, given in e: O -0.559; O -1.362; O -1.024; O -0.542

DFT (wB97M-V/def2-TZVPD) results for a 11-piece molecular cluster, C5H31NO12 overall at a distorted geometry.

Cartesian coordinates (Å):
O -1.84 -3.32 2.40
O 3.76 0.53 1.91
O -1.21 1.60 -1.35
O 4.97 1.65 -0.42
O -0.85 -0.94 -1.45
O -1.59 3.51 -0.39
O -0.08 3.33 2.91
O 0.88 0.04 -4.95
O 0.77 -2.88 -3.02
O 1.14 -3.78 0.49
O 2.00 2.12 -2.52
O 2.11 -0.14 -1.05
N -1.48 -1.02 1.81
C -0.20 -0.80 2.59
C -3.10 0.20 0.27
C -2.94 1.73 0.23
C -1.87 2.19 -0.54
C -2.65 -0.22 1.72
H -0.73 3.93 -0.40
H 3.43 0.18 2.75
H 0.69 2.69 2.81
H -2.71 1.96 1.33
H 4.81 1.10 0.28
H 0.77 0.96 -5.23
H 0.39 -3.31 0.99
H -1.52 -3.22 1.51
H 0.32 0.14 3.11
H 2.23 -0.57 -1.93
H 0.23 4.17 2.43
H 0.70 -1.18 2.16
H -2.74 -2.94 2.55
H 1.50 1.33 -2.52
H -2.56 -0.59 -0.35
H -0.43 -1.41 3.52
H -0.44 -0.07 -1.19
H -2.85 0.63 2.40
H 1.83 -0.89 -0.44
H 2.93 0.60 1.35
H -1.20 -1.25 0.75
H 1.89 2.42 -3.42
H 4.03 2.01 -0.63
H -4.18 -0.10 0.15
H 1.17 -2.77 -2.17
H -3.93 2.13 -0.07
H 0.04 -0.36 -4.78
H -3.46 -1.11 1.91
H -0.47 -1.03 -2.23
H 0.80 -4.64 0.15
H 1.65 -2.61 -3.47

LUMO	-0.12	eV
ΔE to the lowest compared entry with this formula, charge and spin	834.2	kJ/mol
Kohn-Sham gap	8.19	eV
SMILES	CNCCCC(=O)O.O.O.O.O.O.O.O.O.O.O
E	-1166.53814	Eh

Here are the natural (NBO) charges for atoms 1 to 4, given in e: O -0.944; O -0.951; O -0.608; O -0.941

DFT (wB97M-V/def2-TZVPD) results for a 9-piece molecular cluster, C46H54BF17N3O28 overall at a distorted geometry.

Cartesian coordinates (Å):
F 5.66 0.45 -6.67
F 0.88 2.42 0.37
F 0.47 -1.91 1.28
F 0.34 -4.97 4.21
F 2.43 -3.26 -2.23
F 0.29 -3.26 -0.43
F -5.76 -1.75 5.14
F 2.79 -0.76 0.39
F 5.90 -9.38 2.01
F 0.74 0.13 -1.29
F 2.99 -1.15 -2.40
F -0.67 -1.52 -1.89
F 4.29 -2.55 -1.35
F 1.26 -10.17 4.00
F 7.54 6.64 -4.50
F 2.84 -2.93 0.67
F -10.05 -1.48 -3.78
O 5.08 4.96 -6.21
O 3.76 -6.23 4.27
O 7.78 0.76 -4.00
O -8.01 0.97 -0.71
O 1.14 -9.54 6.16
O 1.71 4.06 1.67
O -5.43 -4.57 7.06
O 6.46 2.05 -5.30
O 0.03 3.21 -5.60
O 4.46 -7.94 2.97
O 2.74 5.02 3.44
O -1.75 -1.79 6.47
O 1.90 1.93 -5.61
O 3.07 2.83 2.99
O 1.41 -8.24 7.99
O -9.13 0.10 -2.47
O -1.08 -3.51 5.17
O 5.92 -6.36 3.65
O 1.51 -7.33 5.93
O 4.11 6.68 -7.30
O -2.13 1.51 3.74
O 0.41 -1.96 5.86
O -7.77 -1.21 -1.23
O 5.76 7.07 -5.82
O -7.12 -4.27 8.52
O -3.45 0.46 2.05
O 7.47 2.93 -3.48
O -6.63 -2.66 7.01
N -2.09 3.92 1.71
N -2.32 4.29 3.05
N -1.24 5.77 -1.46
C -5.44 -2.44 6.27
C -6.46 -3.88 7.62
C 2.02 2.87 0.97
C -4.98 -3.83 5.93
C 2.46 1.94 2.06
C -1.61 3.29 -1.01
C -0.04 -0.90 -0.82
C -2.78 3.15 -3.23
C 0.78 -2.04 -0.07
C -1.35 3.05 -2.52
C 2.98 -2.22 -1.57
C -2.69 3.43 -4.76
C 6.67 -7.37 2.98
C -1.10 -0.28 0.14
C 2.09 4.07 -6.74
C -2.21 2.11 -5.50
C -2.07 0.74 -0.57
C 2.53 4.06 2.77
C -8.44 -2.06 -2.17
C 1.36 -8.36 6.81
C 2.34 -1.94 -0.16
C -1.52 4.70 -0.57
C 4.63 -6.79 3.69
C 1.14 -2.98 5.18
C -1.79 4.95 0.83
C 7.25 2.00 -4.19
C 0.07 -3.65 4.36
C -2.18 2.60 1.31
C -0.87 2.32 -6.31
C 5.62 -8.06 2.16
C 4.91 6.27 -6.52
C 1.52 -7.91 4.62
C 7.19 -0.10 -4.97
C -0.89 -2.36 5.89
C -8.89 -1.08 -3.21
C 6.77 0.87 -6.04
C -4.80 0.94 1.78
C -1.75 6.41 1.37
C -0.55 6.98 1.63
C -1.94 2.20 -0.07
C 1.36 2.94 -5.94
C -8.28 0.04 -1.40
C 6.26 6.27 -4.76
C -5.43 -0.05 0.71
C 0.80 -9.20 4.84
C 6.21 4.88 -5.34
B -2.59 1.52 2.44
H -0.77 3.93 -2.92
H 2.09 4.98 -6.10
H 3.18 1.19 1.71
H -1.74 6.62 -1.19
H -0.24 5.96 -1.56
H -0.39 1.32 -6.40
H -8.15 -0.88 -3.99
H -1.75 -1.10 0.55
H 1.48 4.29 -7.65
H 1.93 -2.55 4.56
H -0.83 2.08 -2.73
H 7.90 -0.83 -5.32
H -0.38 8.07 1.50
H 1.60 -3.65 5.91
H -9.27 -2.56 -1.67
H 6.34 -0.62 -4.52
H -1.48 4.74 3.42
H -1.79 0.73 -1.66
H 7.55 1.09 -6.77
H -2.70 6.96 1.58
H 6.07 4.13 -4.58
H 5.65 6.41 -3.87
H -4.82 1.96 1.31
H -3.15 0.46 -0.53
H -5.35 0.90 2.75
H -2.79 1.12 4.35
H 1.02 -7.26 3.91
H 3.12 3.76 -7.02
H 7.45 -6.93 2.36
H -7.76 -2.81 -2.56
H 7.10 4.64 -5.92
H 5.43 -7.61 1.19
H -3.36 2.22 -3.01
H -2.11 4.34 -5.03
H -0.11 -3.19 3.39
H 2.55 -8.05 4.31
H -3.01 1.80 -6.21
H -3.74 3.63 -5.11
H 0.30 6.38 2.05
H 7.13 -8.04 3.72
H -3.13 4.90 3.09
H -1.14 2.71 -7.33
H -5.00 -1.08 0.80
H 1.63 1.42 2.54
H 2.78 3.07 0.21
H -0.60 0.28 0.97
H -3.29 4.03 -2.75
H -2.12 1.31 -4.72
H -5.25 0.33 -0.34
H -0.29 -9.13 4.75
H -4.74 -1.87 6.87
H -3.90 -3.89 5.82
H -5.46 -4.22 5.03
H -6.53 -0.05 0.87

LUMO	-3.73	eV
Kohn-Sham gap	8.54	eV
charge	+1
E	-5778.66988	Eh

Here are the Löwdin charges for atoms 1 to 4, given in e: F 0.088; F 0.070; F 0.078; F 0.082